(1)
The following is a DFT calculation (ωB97M-V/def2-TZVPD) of a gas-phase ion, CH6N2P (charge +1) at a distorted geometry.

XYZ file:
```
10
Properties=species:S:1:pos:R:3:lowdin_charge:R:1
N -1.23 -0.82 0.01 0.16
C -0.91 0.44 0.26 -0.21
N 0.36 0.79 0.27 -0.25
P 1.89 -0.20 0.26 0.93
H -2.21 -1.03 -0.11 0.14
H -0.50 -1.41 -0.39 0.08
H -1.69 1.15 0.49 0.16
H 0.55 1.79 0.61 0.15
H 1.17 -1.16 -0.63 -0.07
H 2.57 0.43 -0.78 -0.10
```

Summary:
**Structure (SMILES)**: [NH2+]=CNP
**Net charge**: +1
**ΔE to the lowest compared entry with this formula, charge and spin**: 0.0 kJ/mol

---

(2)
The following is a DFT calculation (ωB97M-V/def2-TZVPD) of 2 unconnected molecules or ions with the total composition C7H12 at a distorted geometry.

XYZ file:
```
19
Properties=species:S:1:pos:R:3:lowdin_charge:R:1
C -1.56 0.82 0.22 -0.05
C -1.16 -0.60 -0.03 -0.37
C -0.14 -0.76 -1.19 -0.11
C 0.94 -0.91 -0.13 -0.34
C 2.25 -0.71 -0.13 0.04
C 0.26 2.14 0.39 0.08
C -0.09 -1.13 0.96 -0.11
H -2.20 1.21 -0.59 0.09
H -0.82 2.26 0.45 -0.06
H -2.16 0.91 1.15 0.09
H -2.05 -1.23 -0.12 0.13
H -0.30 -1.68 -1.75 0.11
H -0.04 0.08 -1.89 0.11
H 2.78 -0.46 -1.04 0.06
H 2.83 -0.77 0.79 0.06
H 0.85 2.09 -0.55 0.02
H 0.91 1.80 1.22 0.02
H 0.04 -0.57 1.90 0.11
H -0.23 -2.19 1.20 0.11
```

Summary:
**Net charge**: 0
**ΔE to the lowest compared entry with this formula, charge and spin**: 496.6 kJ/mol

---

(3)
The following is a DFT calculation (ωB97M-V/def2-TZVPD) of a molecular structure, C5H5IOS at a distorted geometry.

XYZ file:
```
13
Properties=species:S:1:pos:R:3:lowdin_charge:R:1
C 1.16 -1.77 -0.20 -0.08
C -0.06 -2.00 0.36 -0.10
C 1.31 -0.39 -0.07 -0.28
C 0.24 0.15 0.53 -0.41
C -0.07 1.48 1.10 -0.01
O -0.58 -0.84 0.82 0.05
S 2.93 0.93 -1.02 0.03
I 4.76 -0.06 0.08 0.31
H 1.90 -2.43 -0.48 0.08
H -0.59 -2.98 0.47 0.14
H -0.04 1.44 2.18 0.08
H 0.64 2.15 0.62 0.06
H -1.18 1.86 0.85 0.14
```

Summary:
**Net charge**: 0
**ΔE to the lowest compared entry with this formula, charge and spin**: 121.1 kJ/mol

---

(4)
The following is a DFT calculation (ωB97M-V/def2-TZVPD) of a molecular structure, C3H8NO2P at a distorted geometry.

XYZ file:
```
15
Properties=species:S:1:pos:R:3:lowdin_charge:R:1
C -0.97 0.24 1.22 -0.26
C 0.08 -0.51 0.60 -0.49
C 0.23 -2.03 0.65 -0.03
N -0.89 0.11 -0.16 -0.10
O -0.14 1.64 -2.58 -0.34
O 1.54 2.01 -0.83 -0.31
P -0.07 2.17 -0.98 0.96
H -1.85 -0.24 1.71 0.12
H -0.65 1.26 1.56 0.09
H 1.02 -0.05 0.54 0.08
H 1.21 -2.23 0.20 0.08
H -0.52 -2.41 0.07 0.04
H 0.22 -2.37 1.68 0.08
H -1.06 1.29 -2.66 0.04
H 1.85 1.12 -1.03 0.05
```

Summary:
**Net charge**: 0
**ΔE to the lowest compared entry with this formula, charge and spin**: 230.3 kJ/mol

---

(5)
The following is a DFT calculation (ωB97M-V/def2-TZVPD) of a molecular structure, C21H32Br2F9N2O8PS at a distorted geometry.

XYZ file:
```
76
Properties=species:S:1:pos:R:3:lowdin_charge:R:1
C 5.38 1.05 2.51 -0.10
C 6.10 1.59 1.25 -0.23
C 5.21 1.00 0.16 -0.27
C 4.00 1.81 -0.24 -0.19
C 3.39 1.12 -1.43 -0.22
C 1.89 1.29 -1.40 -0.19
C 1.20 0.44 -2.46 -0.10
C -0.15 -0.07 -1.93 -0.26
O -0.67 0.72 -0.86 -0.09
C -0.53 0.17 0.41 -0.28
S -0.86 1.55 1.57 0.81
O -0.57 1.15 2.91 -0.27
O -0.11 2.65 1.02 -0.24
C -2.63 2.21 1.61 -0.43
F -3.41 1.45 2.40 0.10
F -2.45 3.40 2.22 0.13
C -3.34 2.48 0.25 -0.36
F -3.28 1.39 -0.54 0.13
F -2.71 3.51 -0.35 0.16
C -4.85 2.86 0.42 -0.33
F -5.03 3.66 1.48 0.17
F -5.56 1.73 0.62 0.13
C -5.44 3.57 -0.85 -0.52
F -5.37 4.90 -0.72 0.19
F -4.80 3.19 -1.97 0.18
F -6.73 3.22 -0.98 0.18
C -1.17 -1.23 0.63 -0.23
C -2.33 -1.43 1.57 -0.63
Br -4.15 -1.37 1.03 0.92
C -2.09 -1.74 2.87 -0.67
C -3.14 -2.00 3.91 -0.16
Br -0.32 -1.93 3.50 1.14
N -1.33 -1.88 -0.74 -0.06
O -2.49 -1.48 -1.42 -0.14
C -3.15 -2.58 -2.09 -0.23
C -3.59 -2.11 -3.46 -0.05
C -0.13 -1.58 -1.61 -0.26
P 1.33 -2.55 -0.86 0.93
C 2.11 -3.13 -2.39 -0.27
O 2.46 -1.54 -0.30 -0.28
H 4.84 1.81 3.06 0.07
H 6.04 0.53 3.20 0.07
H 4.67 0.33 2.09 0.03
H 6.24 2.68 1.24 0.10
H 7.11 1.18 1.15 0.10
H 5.78 0.78 -0.75 0.12
H 4.86 0.05 0.56 0.08
H 4.31 2.84 -0.45 0.12
H 3.27 1.79 0.58 0.12
H 3.61 0.06 -1.32 0.09
H 3.83 1.41 -2.39 0.13
H 1.56 0.97 -0.42 0.07
H 1.63 2.34 -1.52 0.14
H 1.06 1.01 -3.38 0.12
H 1.85 -0.39 -2.71 0.09
H -0.88 0.07 -2.73 0.15
H 0.55 0.05 0.59 0.12
H -0.39 -1.84 1.08 0.06
H -2.68 -2.23 4.87 0.06
H -3.83 -1.16 3.99 0.08
H -3.72 -2.87 3.60 0.08
H -1.32 -2.89 -0.55 0.17
H -2.48 -3.44 -2.19 0.13
H -3.99 -2.90 -1.48 0.09
H -2.73 -2.01 -4.11 0.08
H -4.21 -2.90 -3.89 0.09
H -4.13 -1.17 -3.41 0.09
H -0.35 -2.07 -2.56 0.13
H 2.98 -3.71 -2.08 0.05
H 1.42 -3.77 -2.93 0.04
H 2.47 -2.33 -3.03 0.04
H 2.46 -1.45 0.68 -0.30
N 2.37 -1.56 2.38 -0.44
O 1.31 -2.17 2.15 -0.37
O 2.74 -1.31 3.53 0.07
O 3.07 -1.18 1.40 0.09
```

Summary:
**Net charge**: 0

---

(6)
The following is a DFT calculation (ωB97M-V/def2-TZVPD) of 2 unconnected molecules or ions with the total composition C3H10NOS at a distorted geometry.

XYZ file:
```
16
Properties=species:S:1:pos:R:3:lowdin_charge:R:1
C -1.98 -1.22 1.34 -0.20
C -0.58 -1.29 0.68 -0.59
S -0.65 -1.81 -1.10 0.61
H -2.48 -2.05 1.86 0.05
H -2.70 -0.69 0.72 0.05
H -1.82 -0.56 2.21 0.07
H -0.10 -0.33 0.90 0.03
H -0.06 -2.08 1.23 0.04
H -0.20 -0.60 -1.46 -0.17
N 2.36 2.65 -0.13 -0.04
C 1.24 1.69 -0.29 -0.64
O 0.29 1.79 0.67 -0.37
H 2.20 3.43 -0.75 0.02
H 2.36 2.88 0.86 0.03
H 0.75 1.90 -1.28 0.07
H 1.66 0.66 -0.37 0.06
```

Summary:
**Net charge**: -1
**ΔE to the lowest compared entry with this formula, charge and spin**: 201.0 kJ/mol

---

We obtain total energy values of -492.29889, -273.71942, -964.55733, -665.62927, -8316.69997, -648.45500 Eh for the records listed above, in that order.
We obtain highest occupied orbital energy values of -14.7, -8.1, -8.7, -8.4, -8.2, -2.6 eV for the records listed above, in that order.